{
  "formula": "C11H19NO5",
  "method": "ωB97M-V/def2-TZVPD",
  "de_lowest_kj_mol": 931.63,
  "e_lumo_ev": 0.492,
  "homo_energy_ha": -0.3204,
  "elements": ["C", "C", "C", "H", "H", "H", "H", "O", "C", "O", "C", "N", "C", "H", "C", "H", "O", "C", "C", "H", "H", "H", "H", "H", "H", "C", "C", "O", "O", "H", "H", "H", "H", "H", "H", "H"],
  "positions_angstrom": [[3.020, -0.236, -2.053], [2.732, 0.404, -0.772], [3.965, 0.163, 0.158], [3.877, 0.778, 1.026], [4.249, -0.725, 0.079], [5.018, 0.820, -0.387], [2.737, 1.682, -0.867], [1.764, -0.286, -0.243], [1.101, 0.459, 0.641], [1.260, 1.699, 0.977], [-0.107, -0.346, 1.340], [-1.259, 0.090, 0.415], [-1.897, 1.643, 0.579], [-1.939, 1.610, 1.931], [-3.213, 1.684, 0.000], [-3.505, 2.859, 0.347], [-3.212, 1.707, -1.316], [-2.624, 0.356, -1.543], [-1.357, -0.079, -0.959], [-0.881, -0.925, -1.092], [-0.534, 0.745, -1.510], [-2.485, 0.211, -2.501], [-3.306, -0.570, -1.068], [-3.835, 1.083, 0.724], [-1.138, 2.056, 0.287], [-0.142, -1.757, 1.222], [-1.472, -2.176, 1.318], [-2.055, -3.130, 0.678], [-1.829, -1.957, 2.698], [-2.839, -2.350, 2.780], [0.339, -2.197, 0.277], [0.617, -2.085, 1.892], [-0.391, 0.110, 2.299], [3.271, -1.240, -2.070], [3.916, 0.233, -2.705], [2.154, -0.333, -2.582]],
  "forces_ev_per_a": [[3.5, 2.1, -2.8], [7.8, 4.8, -1.5], [0.9, 10.8, -3.0], [-0.1, -0.7, 1.2], [2.2, -7.8, 0.5], [-3.2, -1.9, 1.3], [-1.2, -3.8, 0.2], [-5.0, 0.1, 2.8], [-2.1, 3.2, 4.7], [-0.2, -5.6, -2.2], [-0.4, 5.7, -4.2], [-3.1, 3.0, 3.1], [-3.8, -9.3, 9.6], [-0.1, 0.8, -4.3], [-1.7, 6.3, 6.0], [0.2, -2.7, -0.8], [1.1, -4.3, -2.7], [-3.9, -2.9, 3.7], [4.1, 7.4, 0.3], [1.1, -5.0, -2.4], [-1.4, -1.6, 0.9], [-0.1, -0.5, -5.1], [0.5, 2.7, -1.4], [-0.3, -0.2, -1.8], [7.7, 5.9, -3.4], [4.9, -1.5, -3.2], [-4.9, -7.4, 2.5], [2.1, 5.0, 1.9], [-4.2, -1.1, -2.1], [3.7, 1.4, -0.3], [-1.0, 1.1, 0.7], [-0.2, -1.3, 1.5], [0.5, -0.4, -0.2], [1.0, -2.3, 1.2], [-2.4, -0.6, 1.5], [-2.5, 0.7, -2.1]]
}

***

{
  "formula": "C7H10",
  "method": "ωB97M-V/def2-TZVPD",
  "de_lowest_kj_mol": 475.01,
  "smiles": "C=C/C=C/C(=C)C",
  "e_lumo_ev": -0.444,
  "homo_energy_ha": -0.2843,
  "elements": ["C", "C", "C", "C", "C", "C", "C", "H", "H", "H", "H", "H", "H", "H", "H", "H", "H"],
  "positions_angstrom": [[-0.198, 2.052, 2.811], [0.139, 1.451, 1.586], [0.688, 0.256, 1.046], [-0.143, -0.524, 0.111], [0.315, -0.944, -1.147], [1.041, -0.122, -2.034], [-0.641, -1.944, -1.655], [-0.771, 3.075, 2.822], [-0.329, 1.632, 3.839], [-0.150, 2.204, 0.894], [1.409, -0.282, 1.661], [-1.253, -0.352, 0.135], [1.596, 0.668, -1.568], [0.978, -0.364, -3.122], [-0.486, -2.311, -2.668], [-0.487, -2.827, -1.082], [-1.706, -1.666, -1.629]],
  "forces_ev_per_a": [[-1.3, -0.3, -0.8], [-1.9, 3.1, 4.0], [-2.7, -3.5, -0.9], [2.2, 4.5, 3.8], [0.1, 1.4, -3.8], [-1.6, -2.9, 1.8], [-0.4, -1.4, -1.7], [1.5, -1.9, -0.6], [0.9, -0.2, -1.1], [0.0, 0.2, -1.4], [0.9, 0.3, -1.0], [1.1, 0.2, -0.1], [0.2, 0.5, -0.4], [0.5, 0.4, 1.1], [0.3, 0.4, -0.3], [-0.3, -0.9, 0.8], [0.4, 0.2, 0.4]]
}

***

> Number 2 is which compound?

C7H10